1.
# C19H34Cl3N3O12

A cluster of 8 separate species, C19H34Cl3N3O12 in total (ωB97M-V/def2-TZVPD, the OMol25 dataset).

Values from the calculation:
Energy relative to the best compared isomer or geometry (same formula, charge and spin)   0.00 kcal per mole
Molecular weight   602.85 g mol⁻¹
Energy   -86858.4573 eV
Maximum force   0.077 Eh/bohr
Structure (SMILES)   COC(=O)OC.COC(=O)OC.COC(=O)OC.COC(=O)OC.ClC(Cl)Cl.CC#N.CC#N.CC#N
Gap between HOMO and LUMO   10.29 eV

Element x y z (Å)
C  -15.932  -30.185  -0.686
C  -16.112  -28.800  -0.186
N  -16.248  -27.687  0.109
H  -15.423  -30.138  -1.648
H  -16.932  -30.565  -0.894
H  -15.337  -30.894  -0.110
C  -8.230  -17.490  0.062
C  -8.130  -16.061  -0.259
N  -8.053  -14.940  -0.521
H  -8.901  -17.623  0.910
H  -7.233  -17.779  0.396
H  -8.556  -18.065  -0.805
C  -13.133  -22.656  -0.257
C  -13.163  -21.475  0.648
N  -13.210  -20.545  1.316
H  -14.175  -22.766  -0.557
H  -12.860  -23.541  0.318
H  -12.420  -22.573  -1.078
C  -17.775  -26.485  -5.082
O  -17.765  -27.894  -5.339
C  -16.764  -28.590  -5.885
O  -16.914  -29.775  -6.104
O  -15.787  -27.816  -6.292
C  -14.576  -28.328  -6.814
H  -18.662  -26.097  -4.582
H  -17.830  -25.966  -6.038
H  -16.912  -26.225  -4.469
H  -14.654  -28.282  -7.900
H  -14.563  -29.392  -6.576
H  -13.667  -27.832  -6.472
C  -20.274  -17.365  8.922
O  -19.668  -17.342  7.671
C  -18.476  -16.755  7.433
O  -17.736  -16.265  8.299
O  -18.150  -16.940  6.186
C  -16.940  -16.433  5.603
H  -21.348  -17.233  8.790
H  -19.916  -16.518  9.508
H  -20.099  -18.280  9.487
H  -16.064  -17.080  5.647
H  -16.743  -15.409  5.921
H  -17.184  -16.356  4.544
C  -7.044  -23.218  -2.912
O  -6.270  -22.920  -1.705
C  -6.859  -22.940  -0.501
O  -7.969  -23.333  -0.254
O  -5.973  -22.419  0.470
C  -6.340  -22.596  1.810
H  -8.103  -22.961  -2.919
H  -6.986  -24.284  -3.132
H  -6.727  -22.589  -3.744
H  -5.536  -22.275  2.471
H  -6.546  -23.609  2.156
H  -7.298  -22.081  1.891
C  -9.772  -29.792  -1.938
O  -8.797  -30.624  -1.392
C  -9.197  -31.799  -0.941
O  -10.338  -32.229  -0.809
O  -8.093  -32.517  -0.761
C  -8.168  -33.741  -0.149
H  -10.079  -29.177  -1.092
H  -10.595  -30.351  -2.384
H  -9.286  -29.132  -2.656
H  -7.193  -34.224  -0.219
H  -8.889  -34.382  -0.656
H  -8.424  -33.632  0.905
C  -14.526  -21.332  -7.696
Cl  -15.734  -22.188  -8.690
Cl  -13.689  -22.485  -6.522
Cl  -15.376  -20.092  -6.753
H  -13.807  -20.895  -8.389

Here are the Löwdin charges for atoms 1 to 8, given in e:
1 C -0.071
2 C -0.271
3 N 0.109
4 H 0.075
5 H 0.079
6 H 0.080
7 C -0.073
8 C -0.287

---

2.
# C19H34GaN4O7P2

A structure of composition C19H34GaN4O7P2 (ωB97M-V/def2-TZVPD, the OMol25 dataset).

Values from the calculation:
Energy relative to the best compared isomer or geometry (same formula, charge and spin)   0.00 kcal per mole
Molecular weight   562.17 g mol⁻¹
Energy   -111503.8471 eV
Total charge   +1
Maximum force   0.010 Eh/bohr
Gap between HOMO and LUMO   7.95 eV

Element x y z (Å)
Ga  -0.120  -1.118  0.144
N  -1.885  -3.674  3.156
C  -2.617  -2.657  2.269
C  -4.099  -2.701  2.661
P  -1.881  -1.020  2.737
O  -2.892  0.060  2.128
O  -1.788  -1.043  4.204
O  -0.590  -0.855  1.933
P  -2.342  -3.328  0.545
O  -3.787  -3.180  -0.096
O  -1.899  -4.729  0.762
O  -1.419  -2.408  -0.247
H  -2.497  -3.980  3.911
H  -1.055  -3.275  3.600
H  -1.653  -4.473  2.536
H  -4.224  -2.367  3.693
H  -4.498  -3.712  2.559
H  -4.679  -2.059  2.005
H  -3.540  0.345  2.784
H  -3.993  -3.878  -0.731
C  5.091  1.742  -2.390
C  3.896  1.558  -1.489
C  3.322  2.645  -0.839
C  2.254  2.457  0.031
C  1.641  3.617  0.776
C  1.764  1.175  0.222
C  2.277  0.062  -0.462
C  3.370  0.283  -1.301
N  1.662  -1.189  -0.262
C  2.398  -2.479  -0.341
C  3.714  -2.385  0.432
C  1.544  -3.548  0.346
C  2.616  -2.949  -1.784
H  5.288  2.796  -2.579
H  4.943  1.245  -3.351
H  5.986  1.311  -1.935
H  3.728  3.639  -0.989
H  2.254  4.512  0.690
H  1.520  3.389  1.836
H  0.651  3.859  0.375
H  1.013  1.034  0.998
H  3.829  -0.531  -1.842
H  3.513  -2.170  1.484
H  4.373  -1.605  0.053
H  4.246  -3.335  0.368
H  1.290  -3.237  1.367
H  2.100  -4.481  0.422
H  0.632  -3.764  -0.208
H  3.288  -2.311  -2.350
H  1.660  -2.981  -2.311
H  3.039  -3.955  -1.785
N  -1.050  0.368  -0.778
C  -1.420  1.442  -0.984
N  -1.857  2.640  -1.224
C  -2.565  3.404  -0.171
C  -3.608  4.271  -0.845
O  -3.017  5.075  -1.848
C  -2.468  4.287  -2.889
C  -1.337  3.427  -2.366
H  -1.841  4.025  0.359
H  -3.018  2.702  0.526
H  -4.049  4.944  -0.113
H  -4.398  3.645  -1.275
H  -2.088  4.970  -3.645
H  -3.244  3.655  -3.337
H  -0.512  4.050  -2.017
H  -0.973  2.744  -3.131

Here are the Löwdin charges for atoms 1 to 8, given in e:
1 Ga 0.357
2 N 0.184
3 C -0.453
4 C -0.077
5 P 0.354
6 O -0.108
7 O -0.245
8 O -0.218

---

3.
# C19H34N12O2S2SeTi

A structure of composition C19H34N12O2S2SeTi (ωB97M-V/def2-TZVPD, the OMol25 dataset).

Values from the calculation:
Expectation value of S²   2.033
Energy relative to the best compared isomer or geometry (same formula, charge and spin)   0.00 kcal per mole
Multiplicity   3
Molecular weight   653.52 g mol⁻¹
Energy   -152368.4510 eV
Maximum force   0.011 Eh/bohr
Gap between HOMO and LUMO (alpha / beta)   6.13 / 5.36 eV

Element x y z (Å)
Ti  0.695  0.294  -0.378
N  -1.342  1.255  0.122
C  -2.479  0.546  -0.446
C  -3.844  1.246  -0.299
C  -4.840  0.438  0.551
C  -5.656  -0.567  -0.266
N  -4.854  -1.283  -1.242
C  -4.273  -2.468  -1.119
N  -4.547  -3.326  -0.121
N  -3.428  -2.836  -2.077
C  -2.035  0.126  -1.855
O  -2.893  -0.161  -2.720
O  -0.790  0.029  -1.999
H  -1.423  1.448  1.114
H  -1.151  2.137  -0.352
H  -2.537  -0.407  0.093
H  -4.272  1.460  -1.283
H  -3.669  2.209  0.181
H  -5.552  1.104  1.043
H  -4.288  -0.078  1.343
H  -6.418  -0.027  -0.831
H  -6.192  -1.267  0.378
H  -4.384  -0.698  -1.953
H  -5.008  -2.974  0.699
H  -3.862  -4.062  0.033
H  -3.087  -2.107  -2.699
H  -2.876  -3.675  -1.977
C  1.619  -2.490  -4.265
N  2.572  -2.685  -3.185
C  2.847  -4.096  -2.923
C  2.444  -1.824  -2.112
N  1.537  -0.946  -1.972
N  3.471  -1.951  -1.183
C  3.550  -1.229  -0.014
N  4.741  -1.419  0.651
N  2.625  -0.444  0.373
H  1.926  -3.108  -5.107
H  1.621  -1.449  -4.584
H  0.601  -2.773  -3.971
H  3.324  -4.534  -3.799
H  1.925  -4.647  -2.710
H  3.508  -4.220  -2.071
H  0.785  -1.026  -2.646
H  4.343  -2.292  -1.552
H  5.151  -2.337  0.605
H  4.793  -0.993  1.562
H  2.785  -0.005  1.276
C  2.527  3.933  2.294
C  1.956  3.045  1.214
S  1.087  1.614  1.770
C  2.104  3.346  -0.084
C  2.851  4.591  -0.502
S  1.436  2.375  -1.400
H  2.221  3.585  3.279
H  2.193  4.968  2.180
H  3.621  3.946  2.265
H  2.367  5.496  -0.124
H  2.898  4.663  -1.587
H  3.875  4.590  -0.117
Se  -0.801  -4.827  -1.235
N  -1.816  -4.796  0.270
C  -1.522  -3.639  0.871
C  -2.015  -3.257  2.126
C  -1.621  -2.029  2.637
C  -0.800  -1.201  1.890
N  -0.347  -1.479  0.652
C  -0.654  -2.707  0.143
N  -0.181  -3.142  -1.017
H  -2.642  -3.940  2.684
H  -1.932  -1.706  3.622
H  -0.493  -0.248  2.303

Here are the Löwdin charges for atoms 1 to 8, given in e:
1 Ti 0.586
2 N -0.045
3 C -0.277
4 C -0.119
5 C -0.166
6 C -0.160
7 N 0.090
8 C -0.434